Here is a gas-phase ion, C2H8N4O (charge +2) at a distorted geometry from the Open Molecules 2025 dataset. Energies are from ωB97M-V/def2-TZVPD.

```
15
Properties=species:S:1:pos:R:3:forces:R:3:nbo_charge:R:1
C -0.586216 -1.385019 -0.195144 -0.227 0.527 1.746 0.3414
C 0.335125 1.249298 -0.544948 -1.156 -4.116 1.994 0.7872
N 0.306220 1.055808 -1.831594 0.422 1.468 2.565 -0.7059
N 0.109734 -0.356171 0.313011 1.151 3.923 -0.361 -0.1422
N -0.809781 -2.450639 0.515579 1.607 1.088 2.120 -0.6561
N 0.415621 2.171338 0.314318 0.758 3.145 1.350 -0.7504
O 0.287414 -0.194858 1.719309 1.463 -1.280 -1.249 -0.5142
H -1.084218 -1.237542 -1.136794 0.226 -0.283 -0.590 0.2479
H 0.027487 0.125094 -1.958806 -0.083 -1.092 -2.027 0.4352
H 0.368589 1.840307 -2.464496 -0.128 -0.220 -0.738 0.4865
H -1.220319 -3.283372 0.107532 -0.139 -0.042 0.340 0.4761
H -0.392205 -2.386692 1.532453 -1.361 -0.909 -2.513 0.4683
H 0.617705 3.203099 0.301994 -0.121 -0.906 -1.949 0.5038
H 0.377288 2.131736 1.325699 -0.351 -1.955 0.419 0.4895
H 1.247556 -0.482387 2.001887 -2.061 0.651 -1.105 0.5327
```
Positions in Å, forces in eV/Å.

## Properties
Total charge: +2
Molar mass, Da: 104.11
Energy relative to the best compared isomer or geometry (same formula, charge and spin), kcal per mole: 49.1
Gap between HOMO and LUMO, eV: 11.109
SMILES: NC(=[NH2+])N(O)C=[NH2+]